# C52H113NO10S

7 unconnected molecules or ions with the total composition C52H113NO10S (wB97M-V/def2-TZVPD, the Open Molecules 2025 dataset).

Results
HOMO-LUMO gap   0.3255 Eh
Calculated total energy   -3254.016195 hartree
E_LUMO   0.4 eV
SMILES   CCCCCCCCCCCCCCCCCC[C@@H]1[C@@H](N=C(C)C)CS(=O)(=O)O[C@@H]1C[C@@H]1CO1.CCOCC.CCOCC.CCOCC.CCOCC.CCOCC.CCOCC

```
! RIJCOSX wB97M-V def2-TZVPD def2/J DEFGRID3
* xyz 0 1
C 2.85 1.14 0.90
C 1.45 0.93 0.25
C 1.41 1.23 -1.28
C 2.43 2.27 -1.77
C 2.13 3.72 -1.29
C 0.64 4.11 -1.37
C -0.01 3.84 0.04
C -0.91 5.00 0.53
C -2.42 4.74 0.32
C -2.98 3.46 1.05
C -3.68 2.46 0.07
C -2.86 1.19 -0.32
C -3.70 -0.12 -0.15
C -2.92 -1.36 -0.67
C -3.69 -2.68 -0.30
C -3.58 -2.94 1.24
C -3.38 -4.46 1.61
C -2.59 -4.72 2.92
C -1.05 -4.58 2.88
C -0.50 -3.14 3.15
N -1.25 -2.45 4.18
C -1.11 -1.18 4.21
C -1.45 -0.20 3.09
C -0.59 -0.54 5.52
C 1.00 -3.30 3.52
S 1.88 -4.71 2.80
O 2.39 -5.48 3.91
O 3.02 -4.20 2.08
O 0.96 -5.71 1.93
C -0.38 -5.25 1.66
C -0.38 -4.46 0.34
C 0.66 -5.16 -0.63
C 2.03 -4.30 -0.90
O 0.79 -4.54 -1.87
H 2.75 1.03 1.99
H 3.24 2.16 0.75
H 3.53 0.40 0.48
H 0.67 1.45 0.82
H 1.23 -0.15 0.38
H 0.37 1.53 -1.52
H 1.57 0.29 -1.83
H 2.40 2.27 -2.87
H 3.46 2.03 -1.49
H 2.68 4.41 -1.96
H 2.54 3.85 -0.28
H 0.10 3.51 -2.11
H 0.49 5.16 -1.66
H -0.60 2.91 -0.07
H 0.75 3.65 0.80
H -0.74 5.22 1.60
H -0.66 5.89 -0.08
H -2.94 5.62 0.75
H -2.67 4.73 -0.75
H -3.68 3.82 1.82
H -2.14 3.00 1.58
H -3.88 3.04 -0.85
H -4.66 2.16 0.47
H -2.59 1.25 -1.39
H -1.91 1.08 0.22
H -3.92 -0.33 0.92
H -4.65 0.03 -0.67
H -2.82 -1.29 -1.76
H -1.93 -1.41 -0.19
H -3.36 -3.54 -0.89
H -4.74 -2.48 -0.57
H -4.55 -2.66 1.67
H -2.85 -2.29 1.74
H -3.04 -5.06 0.77
H -4.41 -4.80 1.82
H -3.08 -4.13 3.71
H -2.77 -5.78 3.18
H -0.69 -5.15 3.77
H -0.56 -2.55 2.22
H -1.25 -0.61 2.09
H -0.87 0.73 3.17
H -2.52 0.05 3.15
H 0.48 -0.71 5.66
H -1.18 -1.01 6.32
H -0.88 0.52 5.52
H 1.58 -2.40 3.29
H 1.04 -3.42 4.61
H -0.97 -6.17 1.47
H -0.11 -3.40 0.39
H -1.28 -4.56 -0.27
H 0.78 -6.25 -0.55
H 2.18 -3.39 -1.50
H 1.79 -3.71 0.03
C 0.71 -0.09 9.47
C -0.19 -0.47 10.64
O -1.20 -1.39 10.30
C -0.76 -2.65 9.83
C 0.05 -3.43 10.85
H 0.11 0.23 8.62
H 1.38 0.73 9.75
H 1.32 -0.93 9.15
H -0.70 0.43 11.00
H 0.41 -0.84 11.48
H -0.21 -2.54 8.89
H -1.67 -3.22 9.59
H 1.01 -2.96 11.04
H 0.24 -4.44 10.49
H -0.49 -3.49 11.80
C 6.32 -4.29 -1.22
C 5.73 -2.93 -1.52
O 6.64 -1.86 -1.33
C 7.79 -1.87 -2.14
C 7.49 -1.78 -3.63
H 6.78 -4.30 -0.23
H 5.54 -5.05 -1.25
H 7.09 -4.56 -1.94
H 4.89 -2.75 -0.84
H 5.31 -2.90 -2.54
H 8.40 -2.76 -1.92
H 8.38 -1.00 -1.84
H 6.99 -2.68 -3.99
H 8.41 -1.66 -4.20
H 6.83 -0.93 -3.83
C 4.50 -7.00 -3.61
C 4.44 -5.60 -4.19
O 5.61 -5.23 -4.90
C 5.92 -6.01 -6.04
C 4.85 -5.95 -7.12
H 5.42 -7.14 -3.04
H 3.65 -7.18 -2.96
H 4.49 -7.76 -4.40
H 4.35 -4.88 -3.37
H 3.55 -5.47 -4.81
H 6.13 -7.04 -5.75
H 6.85 -5.60 -6.44
H 3.93 -6.44 -6.80
H 5.20 -6.45 -8.02
H 4.60 -4.91 -7.36
C -4.74 8.15 -1.69
C -3.36 7.67 -2.09
O -3.39 6.58 -3.00
C -3.99 6.83 -4.25
C -3.29 7.91 -5.06
H -5.36 7.32 -1.35
H -4.67 8.89 -0.89
H -5.26 8.62 -2.53
H -2.84 7.31 -1.20
H -2.76 8.49 -2.50
H -5.06 7.06 -4.13
H -3.95 5.89 -4.80
H -3.40 8.89 -4.60
H -3.71 7.96 -6.07
H -2.23 7.70 -5.14
C -4.65 -3.29 -3.94
C -6.02 -3.78 -3.49
O -6.90 -2.74 -3.11
C -7.24 -1.82 -4.14
C -7.97 -2.46 -5.31
H -4.23 -2.60 -3.21
H -3.97 -4.13 -4.08
H -4.72 -2.76 -4.89
H -5.89 -4.40 -2.59
H -6.48 -4.42 -4.24
H -6.35 -1.28 -4.48
H -7.90 -1.08 -3.67
H -7.31 -3.13 -5.87
H -8.33 -1.69 -6.00
H -8.82 -3.04 -4.96
C 1.22 10.11 -0.60
C 1.66 8.88 0.17
O 2.06 7.80 -0.65
C 3.18 8.03 -1.49
C 4.45 8.34 -0.73
H 0.48 9.84 -1.36
H 0.80 10.85 0.07
H 2.07 10.57 -1.12
H 0.81 8.51 0.76
H 2.45 9.12 0.89
H 2.95 8.82 -2.22
H 3.32 7.11 -2.06
H 4.40 9.30 -0.22
H 5.30 8.37 -1.41
H 4.64 7.58 0.03
*
```